Formula: C40H103ClN8O21P
Source: the Open Molecules 2025 dataset
Level of theory: the ωB97M-V functional and the def2-TZVPD basis

Atoms and positions in Å:
C -1.61568 7.39817 -2.55341
C -2.61441 6.21594 -2.95137
O -2.93521 5.50974 -1.74216
C -4.30066 5.07984 -1.69635
C -4.32315 3.56464 -1.18299
O -3.02540 3.18133 -0.73128
C -3.04692 1.90238 -0.10226
C -1.69787 1.08450 -0.39257
P -1.26521 1.43716 -2.20875
N -2.80705 1.40580 -3.11804
O -0.66160 3.00905 -2.41563
C -1.93213 -0.48206 -0.29997
C -3.10831 -0.96029 0.64247
C -2.80964 -0.81265 2.20354
C -3.76194 0.24027 2.93182
Cl -3.21543 -2.45123 2.98222
N -0.72132 -1.25790 0.08294
N -0.73730 -2.57474 -0.39017
C 0.49159 -0.56490 -0.17714
N 1.40507 -0.92880 -1.03885
C 2.65251 -0.19065 -1.34542
C 3.93606 -1.13754 -1.21137
C 5.07266 -0.33590 -0.44792
N 5.84066 0.60056 -1.33323
N 0.67768 0.68679 0.55599
C 1.05169 0.23227 1.93545
C 2.56755 -0.19023 2.08142
C 2.67571 -1.20308 3.32075
C 3.83591 -2.24583 2.97147
N 3.47759 -3.13916 1.83723
C -0.58957 1.46740 0.64710
C -0.19945 3.01309 0.70099
C 1.34453 3.29611 0.43352
C 1.88946 3.79812 -0.97241
N 2.25948 3.17463 1.34959
H -1.76148 7.70788 -1.48339
H -0.56283 7.05452 -2.74429
H -1.83365 8.26980 -3.22434
H -3.49685 6.68124 -3.46588
H -2.04524 5.52609 -3.64216
H -4.84320 5.19802 -2.67141
H -4.82251 5.75077 -0.94668
H -5.07816 3.47059 -0.34216
H -4.70258 2.91611 -2.02647
H -3.20659 2.06483 0.99729
H -3.89071 1.32210 -0.59344
H -2.51318 1.19138 -4.07724
H -3.25876 0.53250 -2.79872
H -0.42660 3.05100 -3.36071
H -2.21016 -0.82035 -1.35210
H -3.20601 -2.07655 0.47185
H -4.11653 -0.53543 0.41236
H -1.73296 -0.64128 2.44389
H -4.41960 -0.26125 3.68852
H -4.42565 0.79891 2.22462
H -3.09813 0.94441 3.52130
H -1.36017 -3.16877 0.16188
H 0.17922 -3.02372 -0.33365
H 1.26677 -1.79107 -1.57709
H 2.78306 0.76521 -0.78233
H 2.59049 0.09599 -2.44113
H 3.67891 -2.11312 -0.69722
H 4.34766 -1.44290 -2.22040
H 4.65422 0.29896 0.39192
H 5.76347 -1.08015 0.03950
H 5.14936 1.30819 -1.61670
H 6.45367 1.10506 -0.67923
H 0.86169 1.02928 2.71658
H 0.43360 -0.65587 2.27951
H 3.15690 0.71673 2.37746
H 2.98875 -0.74823 1.20819
H 1.75097 -1.82332 3.46023
H 3.01585 -0.68429 4.25770
H 4.11072 -2.89821 3.84652
H 4.78996 -1.71419 2.67027
H 3.11980 -4.04046 2.16919
H 4.29521 -3.33969 1.25200
H -1.02764 1.23121 1.66930
H -0.77101 3.67527 0.00156
H -0.38961 3.40359 1.74713
H 1.07047 4.42153 -1.44012
H 2.71248 4.52346 -0.71900
H 2.21953 2.95785 -1.63344
H 1.80880 2.88143 2.22597
C 6.60660 -4.53423 -2.50700
C 6.00527 -4.21130 -3.86391
O 6.77548 -3.18379 -4.49459
O 6.64588 -3.36130 -1.70006
H 6.01845 -5.29335 -1.98812
H 7.63558 -4.89367 -2.61898
H 4.99157 -3.82389 -3.75038
H 5.98228 -5.09295 -4.51021
H 7.62689 -3.56973 -4.73434
H 6.88009 -2.63683 -2.29794
C 6.98520 -4.60782 5.59482
C 7.84288 -3.44874 5.12271
O 6.99470 -2.44069 4.56581
O 6.22081 -5.11173 4.50244
H 7.59885 -5.41593 5.99541
H 6.28220 -4.27660 6.36710
H 8.51988 -3.77012 4.33036
H 8.42762 -3.02203 5.94202
H 6.49701 -2.04855 5.29270
H 5.95548 -4.33311 3.99186
C -7.61969 2.98108 -4.65507
C -6.77837 3.20500 -5.89830
O -5.44017 3.53381 -5.50949
O -7.59411 4.14765 -3.84009
H -8.65629 2.76037 -4.91468
H -7.21538 2.15227 -4.06208
H -7.16081 4.04992 -6.47199
H -6.76237 2.31653 -6.53569
H -5.04395 2.73900 -5.13334
H -6.69089 4.48954 -3.89827
C 8.97052 -0.65639 -7.13773
C 9.90988 -1.60436 -6.41246
O 9.79424 -1.39938 -5.00082
O 9.27680 0.68902 -6.79386
H 9.06018 -0.76676 -8.21995
H 7.93155 -0.84647 -6.84294
H 10.94602 -1.39590 -6.68087
H 9.68177 -2.64910 -6.64605
H 8.92560 -1.72359 -4.73227
H 9.50013 0.67701 -5.85309
C -10.63588 7.58066 -3.08475
C -9.14996 7.69929 -3.37775
O -8.41032 6.95380 -2.40177
O -10.91475 8.05417 -1.77324
H -11.22337 8.16469 -3.79529
H -10.95283 6.53211 -3.13397
H -8.82719 8.73864 -3.29892
H -8.90836 7.32278 -4.37596
H -8.57953 6.01626 -2.56764
H -10.17656 7.76134 -1.22269
C 4.02380 -8.39607 3.50393
C 5.07268 -8.11281 2.44374
O 4.92640 -6.76715 1.98149
O 2.72111 -8.17990 2.96824
H 4.08924 -9.42778 3.85501
H 4.14665 -7.71886 4.35697
H 4.93048 -8.76470 1.58072
H 6.08405 -8.25114 2.83560
H 5.19750 -6.18822 2.70353
H 2.79805 -7.40378 2.39793
C -5.62219 9.24256 0.32683
C -7.13393 9.32482 0.45148
O -7.70261 9.56876 -0.83558
O -5.11399 10.44711 -0.23170
H -5.15530 9.08844 1.30172
H -5.33704 8.42040 -0.34125
H -7.41982 10.16123 1.09044
H -7.55194 8.40013 0.86161
H -7.58111 8.76745 -1.35889
H -5.75376 10.71509 -0.90599
C -7.30143 -2.57038 2.31316
C -7.59994 -3.99475 2.74649
O -7.18857 -4.89894 1.71760
O -7.96894 -2.28545 1.08885
H -7.63422 -1.85278 3.06568
H -6.22695 -2.43793 2.14239
H -8.67244 -4.13492 2.88484
H -7.08187 -4.24701 3.67630
H -6.22500 -4.88962 1.69381
H -7.90885 -3.09415 0.56148
C 3.09693 -8.89349 8.27901
C 2.74115 -9.74413 7.07215
O 3.78911 -10.68797 6.83294
O 4.33746 -8.23182 8.05754
H 2.33029 -8.13984 8.46804
H 3.21019 -9.52078 9.17078
H 2.65999 -9.12401 6.17821
H 1.80016 -10.28097 7.22299
H 3.76809 -11.33169 7.55029
H 4.89634 -8.86938 7.59227

Force components x, y, z for each atom (eV/Å):
-0.4 -0.5 -0.7
1.6 1.1 0.4
-1.2 0.2 -1.3
0.2 -0.2 1.3
-1.3 0.7 -0.3
-0.1 -0.7 0.0
-0.2 -0.4 -0.3
-0.7 1.2 0.6
1.6 -0.3 -1.5
0.6 -0.4 1.1
-1.3 -1.3 0.2
-1.8 0.3 -0.6
0.6 -1.0 0.7
-1.4 0.2 0.0
0.8 0.0 0.5
0.5 0.5 -0.4
2.7 1.7 -0.2
-0.2 -1.5 -1.1
-1.5 1.4 0.3
-0.2 0.0 0.9
1.4 -0.3 -1.6
0.3 0.5 0.2
-0.1 -0.3 0.7
-0.8 -0.3 0.7
-0.9 -2.3 -0.5
1.3 -0.5 1.3
-0.8 -0.5 1.7
1.6 -0.7 -1.0
0.5 -0.1 0.1
0.0 0.0 0.0
-0.5 1.1 0.6
1.0 0.9 0.2
1.3 -0.2 0.2
-1.1 0.9 1.3
-1.9 0.1 -1.1
0.1 -0.4 -1.1
-0.9 0.5 0.4
0.4 -0.7 0.7
0.6 -0.8 0.6
-0.9 0.6 0.4
0.7 -0.3 0.7
0.4 -0.8 -0.7
0.8 0.1 -0.8
0.7 0.3 0.8
0.0 -0.5 -0.9
0.8 0.4 0.9
-0.1 0.1 0.3
-0.1 0.5 -0.3
0.1 0.1 0.5
0.4 0.1 1.1
0.0 1.3 0.0
1.0 -0.2 0.0
-1.0 -0.2 -0.3
0.7 0.4 -0.8
0.7 -0.5 0.6
-0.9 -0.5 -0.8
0.1 0.6 0.1
-0.2 0.4 0.3
-0.1 0.5 0.3
-0.6 -1.1 -0.1
-0.3 -0.2 1.2
0.2 1.3 -0.2
-0.5 0.5 1.0
0.0 -1.1 -0.7
-0.4 0.8 -0.7
0.5 -0.2 -0.1
-0.1 -0.2 -0.6
0.1 -0.6 -1.2
0.4 1.0 -0.7
-0.3 -0.8 -0.9
-0.6 0.8 0.6
0.7 0.8 0.1
-0.8 -0.4 -0.8
-0.4 0.9 -0.4
-1.1 -0.3 0.5
0.2 0.5 -0.2
-0.4 0.0 0.4
0.1 0.2 -1.2
0.2 -0.9 0.5
0.1 -0.5 -1.1
1.0 -1.0 0.2
-0.5 -1.1 -0.4
-0.4 0.8 0.5
0.2 0.1 -0.1
0.0 0.4 0.0
0.4 -0.2 0.0
0.0 0.1 0.0
-0.3 0.0 0.0
0.0 0.1 0.0
-0.1 -0.3 -0.2
0.1 0.0 0.0
-0.1 -0.1 0.1
-0.1 -0.1 0.0
0.1 0.0 0.1
-0.1 0.0 -0.2
-0.2 0.1 0.3
0.0 0.0 -0.2
0.0 -0.1 -0.3
-0.1 0.0 -0.1
0.2 0.0 0.2
-0.1 0.0 0.0
0.1 -0.2 0.0
0.1 0.0 -0.1
0.1 0.0 0.1
0.1 0.3 0.1
0.2 -0.3 0.2
-0.1 0.1 0.0
-0.1 0.2 0.0
0.0 0.0 0.1
0.0 -0.2 -0.2
0.1 0.0 0.1
-0.2 0.0 0.0
0.0 0.1 0.0
-0.1 0.0 0.0
0.1 0.3 0.3
-0.4 -0.1 0.1
0.1 -0.1 0.0
0.1 -0.1 -0.1
0.0 0.1 0.0
0.0 -0.3 -0.1
-0.1 0.0 0.1
0.1 0.0 -0.2
0.0 0.2 0.0
0.0 0.1 -0.1
0.1 0.1 0.5
-0.2 -0.3 -0.1
0.1 0.1 0.0
0.1 0.1 -0.2
0.0 0.0 0.1
0.1 -0.1 -0.3
0.0 -0.1 0.0
-0.1 0.1 -0.1
0.2 0.0 0.0
-0.1 0.1 0.0
-0.2 0.2 -0.2
0.1 0.2 0.3
-0.2 0.1 -0.2
0.0 -0.2 -0.1
-0.1 0.0 0.0
0.3 -0.1 0.1
0.0 0.1 0.0
0.0 -0.2 0.0
0.2 -0.1 0.1
0.0 -0.1 0.1
0.0 0.4 -0.2
0.0 -0.3 -0.3
0.1 0.2 0.1
-0.1 0.0 0.2
0.0 0.0 -0.1
-0.1 -0.3 0.1
0.0 0.0 -0.1
0.1 0.0 0.2
-0.1 -0.1 0.0
0.1 0.0 0.0
-0.2 -0.1 -0.4
0.4 0.0 0.0
-0.1 0.1 0.0
-0.1 0.0 0.1
0.0 0.0 -0.1
0.2 -0.1 0.3
0.1 0.0 -0.1
-0.1 0.1 0.1
-0.1 -0.1 0.0
0.0 0.1 0.0
0.4 0.0 -0.2
0.0 -0.2 0.3
0.0 0.1 -0.1
-0.2 0.1 -0.2
0.1 0.0 0.0
-0.3 -0.1 0.0
0.0 -0.1 0.0
-0.1 0.2 0.0
0.0 0.0 -0.1
0.0 0.0 0.1

Calculated values
* E_tot: -119865.103 eV
* net charge: +1